Molecular formula: C20H27N3S2
Method: DFT, ωB97M-V/def2-TZVPD

Properties
* 2S+1: 1
* structure (SMILES): CSc1cccc(NC(=S)N(CCC(C)C)[C@@H](C)c2ccncc2)c1
* electronic energy: -47319.5482 eV
* ΔE to the lowest compared entry with this formula, charge and spin: 0.00 kcal/mol
* gap between HOMO and LUMO: 0.31489 Eh

Positions of all 52 atoms, in Å:
S 2.8404 -5.1570 -0.3373
S -2.2256 0.2570 -2.0868
N -0.2935 3.6665 -4.5879
N -0.3442 -1.1616 -1.0528
N -0.4389 1.0727 -0.2828
C -0.6227 -1.4737 3.2979
C 2.0375 -0.6995 -0.6861
C 2.4563 -3.4400 -0.4796
C 3.3073 -1.1989 -0.4513
C -0.3451 3.4880 0.3323
C 3.5257 -2.5560 -0.3408
C 0.4503 2.5475 -2.6177
C 1.2847 -5.9964 -0.7513
C -1.3435 0.5538 1.9667
C -0.9900 2.4068 -0.5365
C 0.6240 2.9929 -3.9176
C -2.2140 0.1824 4.2841
C -0.0981 0.7212 1.0891
C -0.7563 2.8032 -1.9780
C 0.9624 -1.5763 -0.8054
C -1.4382 3.9190 -3.9764
C -0.9167 0.0803 -1.0848
C 1.1822 -2.9517 -0.7088
C -1.0126 0.0018 3.3576
C -1.7182 3.5187 -2.6810
H 0.5296 -5.7811 -0.0008
H -0.6061 3.3807 1.3815
H 1.8843 0.3615 -0.7902
H -2.4762 1.2338 4.3787
H 1.5476 2.8032 -4.4494
H -1.4325 -2.0592 2.8672
H 0.4572 -0.2145 1.0785
H -0.4246 -1.8499 4.2987
H -1.9925 -0.2043 5.2759
H -1.8442 1.5180 2.0759
H 0.3385 -3.6153 -0.8163
H 1.2376 2.0017 -2.1211
H 4.1375 -0.5149 -0.3614
H 0.2718 -1.6293 2.6994
H -0.1695 0.5715 3.7658
H -0.7042 4.4575 -0.0061
H 1.5164 -7.0569 -0.7437
H 0.9569 -5.6984 -1.7428
H -3.0764 -0.3523 3.8920
H -2.6748 3.7385 -2.2323
H -0.9184 -1.8441 -1.5333
H 4.5135 -2.9480 -0.1586
H -2.0749 2.3955 -0.3521
H -2.1669 4.4688 -4.5575
H 0.5597 1.4876 1.4996
H -2.0400 -0.1226 1.4648
H 0.7370 3.4716 0.2228

Atom charges from the Mulliken analysis, given in e for atoms 1 to 6: number 1, S, carries -0.06; number 2, S, carries -0.32; number 3, N, carries -0.66; number 4, N, carries 0.10; number 5, N, carries 0.80; number 6, C, carries -1.44


Molecular formula: C20H28Cl21IO3P
Method: DFT, ωB97M-V/def2-TZVPD

Properties
* 2S+1: 1
* electronic energy: -307687.4291 eV
* gap between HOMO and LUMO: 0.35050 Eh
* total charge: +1

Positions of all 74 atoms, in Å:
I -2.0898 -1.7926 2.9979
Cl 3.1003 4.0823 -4.3199
Cl -0.7116 -0.2706 -5.4578
Cl 4.4917 -5.0530 2.2606
Cl -0.8500 -3.1029 7.7608
Cl 0.0198 -3.0838 -5.6294
Cl 2.2807 3.9370 5.6342
Cl 3.6537 1.2442 -4.6272
Cl 1.2229 4.3495 2.9603
Cl 0.5501 -1.3016 -7.8594
Cl -0.0172 6.6650 -0.9073
Cl 1.9477 8.0979 0.6831
Cl 0.1825 4.3718 -6.6556
Cl 2.7730 5.9242 -1.0682
Cl 4.1499 3.0714 -6.8325
Cl 3.6857 -4.1512 -0.3782
Cl -1.0864 5.3729 -4.2427
Cl -0.3644 5.0800 5.2817
Cl 1.6735 -4.8248 1.5979
Cl -0.3436 2.5764 -4.4301
Cl -2.8313 -1.1294 6.9729
Cl -0.0514 -0.7818 6.2076
P -0.3815 -1.5288 -0.5608
O -4.5696 1.3926 1.5851
O -2.3195 1.6075 1.2313
O -3.1429 -2.8656 -2.2644
C -1.0576 -1.5972 -2.2978
C 1.2669 4.9669 4.6211
C -2.8245 -4.3267 1.5248
C 1.3215 0.8013 3.4243
C 1.6872 -0.2477 2.9339
C -1.1494 -1.3912 7.4511
C 3.2889 -5.2049 0.9843
C 1.4982 6.5398 -0.0130
C -0.7374 0.0836 0.2624
C -1.0154 -3.0405 0.3225
C 1.8078 -1.4329 1.9792
C -2.3467 -2.8617 1.1283
C -2.2292 0.5380 0.2459
C 3.1196 2.7214 -5.4442
C -0.5460 -1.6702 -6.5316
C -3.4543 1.4901 2.0126
C 1.4864 -1.6967 -0.6318
C -0.9165 3.9964 -5.3273
C -2.6001 -1.7961 -2.1585
C 2.2161 -0.9533 0.5332
H -2.5615 0.9827 -0.7161
H 2.5856 -2.1048 2.4037
H -3.2310 -0.9047 -1.8990
H -2.9578 -0.2376 0.5534
H -1.5220 -1.8987 -6.9460
H -0.7917 -0.6607 -2.8594
H -0.1657 0.8587 -0.3094
H 3.3014 -1.1902 0.4253
H -3.9236 -4.4358 1.4341
H 2.1413 0.1511 0.4924
H 1.2701 1.8505 3.7703
H -1.8905 3.7663 -5.7451
H -3.3125 1.5189 3.1233
H 2.1079 2.5634 -5.8024
H 1.7329 -2.7884 -0.6510
H -0.2657 -3.5335 0.9838
H 0.8614 -2.0148 1.9964
H 1.3616 5.8305 0.7930
H 1.6988 5.9617 4.6025
H 1.7823 -1.2242 -1.5997
H -0.3788 0.1456 1.3123
H -3.1355 -2.4426 0.4745
H -0.9659 -0.8414 8.3677
H 3.2874 -6.2317 0.6345
H -0.6557 -2.5105 -2.7897
H -2.5692 -4.5211 2.5892
H -1.2372 -3.7912 -0.4798
H -2.3544 -5.1024 0.8821

Atom charges from the Mulliken analysis, given in e for atoms 1 to 6: number 1, I, carries 0.28; number 2, Cl, carries -0.05; number 3, Cl, carries -0.03; number 4, Cl, carries -0.09; number 5, Cl, carries -0.11; number 6, Cl, carries -0.13


Molecular formula: C20H28Cl2N2O2Sc
Method: DFT, ωB97M-V/def2-TZVPD

Properties
* 2S+1: 1
* electronic energy: -74015.4788 eV
* gap between HOMO and LUMO (spin up / spin down): 0.14515 / 0.11367 Eh
* total charge: -1

Positions of all 55 atoms, in Å:
Sc -0.8146 0.0083 0.8762
Cl 1.3930 -0.1329 -0.4126
Cl -0.1965 0.2343 3.7825
O -0.5790 -4.3352 0.1155
O -0.8131 4.3201 0.2936
N -0.1023 2.2336 0.7490
N -0.2604 -2.2827 0.9987
C -1.0770 1.2552 -2.8264
C -1.5619 -1.2498 -1.5645
C -1.7362 -0.0248 -0.9811
C 0.7526 -3.1809 1.7008
C 0.4836 -3.1794 3.1893
C 1.0579 3.1408 1.1339
C 0.3851 4.5167 1.1741
C -0.9520 3.0153 0.1333
C -0.7011 -2.5178 -3.5070
C 2.1754 -2.7345 1.4374
C -1.6424 1.2274 -1.5280
C 0.4982 -4.5679 1.0963
C -0.8388 2.6070 -3.4282
C 2.1431 3.1507 0.0679
C -1.9421 -2.4924 -0.7710
C -0.8728 -3.0426 0.1325
C 1.6497 2.7063 2.4496
C -0.7961 0.0461 -3.4875
C -0.9970 -1.2008 -2.8569
C -2.0633 2.4306 -0.6914
H -2.7622 -2.2250 -0.1037
H 0.8660 2.6036 3.1988
H 0.5267 -2.1563 3.5633
H 2.3752 3.4476 2.8167
H -0.3603 -2.3920 -4.5326
H 0.0213 4.7859 2.1772
H 0.9589 5.3643 0.7592
H 3.0341 3.6869 0.4271
H -1.7040 3.2651 -3.3172
H -2.5384 3.2257 -1.2752
H 1.7918 3.6420 -0.8475
H -2.8144 2.1060 0.0320
H 2.1687 1.7509 2.3287
H -2.3195 -3.3002 -1.4062
H -1.5087 0.1489 3.8872
H 2.4112 2.1215 -0.1746
H -0.0117 3.1273 -2.9352
H 0.1382 -5.3258 1.8110
H 1.3534 -4.9945 0.5468
H -0.6039 2.5383 -4.4913
H -0.5135 -3.5785 3.4001
H 2.8946 -3.4066 1.9367
H 0.0634 -3.0682 -2.9549
H 2.3761 -2.7316 0.3627
H 2.3295 -1.7202 1.8098
H 1.2331 -3.7702 3.7374
H -0.4178 0.0715 -4.5141
H -1.5796 -3.1672 -3.5181

Atom charges from the Mulliken analysis, given in e for atoms 1 to 6: number 1, Sc, carries -0.82; number 2, Cl, carries -0.49; number 3, Cl, carries 0.18; number 4, O, carries -0.39; number 5, O, carries -0.41; number 6, N, carries 0.16


Molecular formula: C20H28ClN5O3V
Method: DFT, ωB97M-V/def2-TZVPD

Properties
* 2S+1: 3
* electronic energy: -72988.2230 eV
* ΔE to the lowest compared entry with this formula, charge and spin: 17.58 kcal/mol
* gap between HOMO and LUMO (spin up / spin down): 0.25133 / 0.24999 Eh
* ⟨S²⟩: 2.05
* total charge: +1

Positions of all 58 atoms, in Å:
V 0.3125 0.2925 -0.1474
Cl 0.7704 -2.0662 0.6733
O 0.1466 0.5441 -1.8562
O 0.4491 0.6946 3.0043
O 0.2355 1.8680 1.1192
N -1.1809 0.2213 1.3645
N -2.7291 -1.4248 0.0596
N -1.7720 -0.7642 3.4436
N -0.0724 0.8944 1.9370
N -2.6330 -1.5297 1.4482
C -0.2038 1.7825 -5.7931
C 3.1247 -3.3675 0.2249
C -0.3542 2.6903 -4.7609
C 0.1544 -0.0138 -4.2027
C 0.0366 0.4509 -5.5130
C 2.3606 0.3648 0.1219
C 4.4400 -0.9925 -0.4243
C 4.4526 -3.3934 -0.1773
C -0.6439 -2.2137 -3.2219
C -1.7699 3.1093 -1.5406
C 5.0999 -2.2076 -0.5043
C 0.0104 0.9503 -3.1973
C 0.4489 -1.4820 -3.9978
C 2.5225 -2.1309 0.2849
C 3.1070 -0.9170 -0.0121
C -0.2670 2.3015 -3.4249
C -0.5064 3.3519 -2.3610
C -1.8146 -0.6937 2.1142
C 1.8337 -1.7254 -3.4167
C 0.7230 3.6383 -1.5030
H 6.1313 -2.2328 -0.8271
H -0.7106 -1.8686 -2.1910
H 2.6002 -1.1887 -3.9763
H -0.4354 -3.2852 -3.2021
H -3.3424 -2.0247 1.9699
H -0.5618 3.7292 -4.9830
H -2.7505 -2.3519 -0.3429
H -0.2795 2.1140 -6.8194
H -2.6330 2.9524 -2.1890
H 0.5654 4.5359 -0.9034
H 0.1506 -0.2605 -6.3215
H 2.5829 -4.2713 0.4602
H 2.4654 0.7504 1.1427
H 4.9564 -0.0765 -0.6817
H -3.5575 -0.9038 -0.2059
H 1.8979 -1.3964 -2.3852
H 1.6049 3.7994 -2.1243
H -0.6994 4.2694 -2.9257
H -1.0414 -0.2662 3.9258
H 2.7449 1.1244 -0.5605
H -2.2521 -1.5040 3.9281
H -1.6217 -2.0676 -3.6837
H 0.9545 2.8322 -0.8107
H 4.9721 -4.3384 -0.2455
H 0.4522 -1.9097 -5.0048
H 2.0796 -2.7886 -3.4413
H -1.9754 3.9768 -0.9115
H -1.7019 2.2508 -0.8710

Atom charges from the Mulliken analysis, given in e for atoms 1 to 6: number 1, V, carries 0.87; number 2, Cl, carries -0.31; number 3, O, carries 0.10; number 4, O, carries -0.71; number 5, O, carries -0.49; number 6, N, carries -0.23